Record 1
Below is an isolated molecule of C4H7NO, with properties calculated with wB97M-V/def2-TZVPD.

XYZ file:
```
13
Properties=species:S:1:pos:R:3
N -1.6978 2.2756 -0.2023
C -1.5148 1.1516 0.0024
C -1.2453 -0.2681 0.2565
C -0.0343 -0.7796 -0.5347
C 1.2193 0.0249 -0.2280
O 1.4143 0.0100 1.1747
H -1.0485 -0.3839 1.3253
H -2.1438 -0.8431 0.0138
H 0.1280 -1.8289 -0.2634
H -0.2389 -0.7423 -1.6107
H 2.0803 -0.4181 -0.7497
H 1.0921 1.0546 -0.5901
H 1.9892 0.7473 1.4062
```

As for the SMILES: N#CCCCO. Its largest force on an atom is 1.1 eV/Å. The energy above the lowest of the compared OMol25 structures with the same formula, charge and spin is 1.000 eV. Its charge is 0.

---

Record 2
Below is an isolated ion of composition C4H9FN3 and charge +1, with properties calculated with wB97M-V/def2-TZVPD.

XYZ file:
```
17
Properties=species:S:1:pos:R:3
C -0.0983 -2.2420 -0.6467
C 0.1891 -0.7590 -0.4012
N -0.0197 -0.2527 0.8938
C 0.8976 0.6693 1.5301
N 2.0691 0.7280 1.0508
F 2.9725 1.5594 1.6024
N -0.9512 0.1931 -0.1104
C -1.0179 1.5441 -0.6543
H -0.5215 -2.7835 0.2017
H 0.9142 -2.5668 -0.9807
H -0.7969 -2.3932 -1.4496
H 1.0187 -0.4864 -1.1575
H 0.5102 1.2828 2.4014
H -1.9090 -0.1519 0.0454
H -1.7032 1.6287 -1.4929
H -1.5516 2.1606 0.1333
H -0.0021 1.8696 -0.9655
```

As for the SMILES: C[C@@H]1N(/C=N/F)[N@H+]1C. Its largest force on an atom is 2.4 eV/Å. The energy above the lowest of the compared OMol25 structures with the same formula, charge and spin is 5.050 eV. Its charge is +1.

---

no.,electronic energy (Ha)
1,-286.5949
2,-421.5094